C3H10NO4 | wB97M-V/def2-TZVPD

Values from the calculation:
E: -12940.5619 eV
Molecular weight: 124.1 g mol⁻¹
HOMO energy: -14.58 eV
Energy above the lowest of the compared OMol25 structures with the same formula, charge and spin: 642.1 kJ/mol
Kohn-Sham gap: 6.73 eV
Net charge: +1

Cartesian coordinates (Å):
1 O 0.8787 0.6857 2.3607
2 C 0.7100 1.0771 1.1252
3 O 0.9667 2.1771 0.7036
4 C 0.4050 0.0547 0.0961
5 C -0.5676 -1.0230 -0.0333
6 O -1.2940 -1.2352 1.1401
7 N 0.7509 0.4499 -1.2220
8 H 0.9779 1.4926 2.9012
9 H 0.8576 -1.1891 -2.4025
10 H 0.0953 -1.9068 -0.2125
11 H -1.2492 -0.6693 -0.7938
12 H -0.7577 -1.6412 1.8354
13 H 1.0760 -0.4830 -1.8517
14 H -0.0592 0.8328 -1.7133
15 H 1.3314 1.2858 -1.0155
16 H -1.8184 -1.9415 -3.8607
17 H -0.7052 -1.4723 -2.7940
18 O -1.6558 -1.4841 -3.0344

Forces on atoms 1 to 2 (eV/Å):
O -0.9 -0.2 0.2
C 2.4 0.2 0.2

C3H10NOPS | wB97M-V/def2-TZVPD

Values from the calculation:
E: -26933.5509 eV
Molecular weight: 139.2 g mol⁻¹
HOMO energy: -8.58 eV
Energy above the lowest of the compared OMol25 structures with the same formula, charge and spin: 284.0 kJ/mol
Kohn-Sham gap: 9.18 eV

Cartesian coordinates (Å):
1 C -1.7334 1.4234 -0.9997
2 C 3.4839 -0.2174 -1.2166
3 C -0.0893 -0.3502 2.2128
4 N -1.5695 0.5721 0.2014
5 O 4.3481 -0.1968 -0.3719
6 P -0.1158 -0.3419 0.3853
7 S -0.7682 -2.3284 0.0378
8 H -1.1591 1.0646 -1.8687
9 H -2.7978 1.3860 -1.2859
10 H -1.3951 2.4120 -0.8498
11 H 2.5678 -0.8891 -1.0964
12 H -1.5404 -2.0285 -1.0797
13 H 3.4743 0.4478 -2.1335
14 H 0.0533 -1.2531 2.6987
15 H 0.6733 0.3509 2.6643
16 H -1.0813 -0.0074 2.6524
17 H -2.3506 -0.0440 0.0494

Forces on atoms 1 to 2 (eV/Å):
C 0.2 -1.2 -0.8
C -0.6 -0.3 0.5

C3H10NOPS | wB97M-V/def2-TZVPD

Values from the calculation:
E: -26935.3922 eV
Molecular weight: 139.2 g mol⁻¹
HOMO energy: -8.94 eV
Energy above the lowest of the compared OMol25 structures with the same formula, charge and spin: 106.3 kJ/mol
Kohn-Sham gap: 9.62 eV

Cartesian coordinates (Å):
1 C -1.7198 1.2971 0.2471
2 C 0.0537 -2.4394 0.3301
3 C 2.4194 0.8346 -0.6399
4 N -1.4949 -0.1465 0.4487
5 O 0.0796 -0.3984 -1.6954
6 P -0.0168 -0.7746 -0.2783
7 S 1.6016 0.0419 0.7609
8 H -0.9184 1.6609 -0.5010
9 H -2.6333 1.3541 -0.3779
10 H -1.7089 2.0296 1.1739
11 H 0.9183 -3.1355 -0.1003
12 H 0.3268 -2.3586 1.3477
13 H -0.9264 -2.8091 0.0694
14 H 3.3609 0.3458 -0.7332
15 H 2.7036 1.8595 -0.6045
16 H 1.8690 0.7085 -1.4731
17 H -1.6754 -0.6329 1.3012

Forces on atoms 1 to 2 (eV/Å):
C 0.6 1.1 -0.7
C 1.5 -1.5 -2.2

C3H10NOS | wB97M-V/def2-TZVPD

Values from the calculation:
E: -17646.4638 eV
Molecular weight: 108.2 g mol⁻¹
HOMO energy: -2.62 eV
Energy above the lowest of the compared OMol25 structures with the same formula, charge and spin: 94.4 kJ/mol
Kohn-Sham gap: 6.69 eV
Net charge: -1

Cartesian coordinates (Å):
1 C -0.3600 -0.0666 0.3968
2 C -0.2102 -0.1839 -1.1712
3 S 1.3389 0.6326 -1.6884
4 C -0.7391 1.3461 0.6821
5 N -0.8530 1.8499 2.0633
6 H 0.5148 -0.3690 0.8922
7 H -1.1430 -0.8842 0.7487
8 H -1.0563 0.2555 -1.7119
9 H -0.1561 -1.2452 -1.4540
10 H -1.7592 1.4331 0.2282
11 H -0.2020 2.1096 0.0534
12 H -1.5765 1.3324 2.5909
13 H -0.0195 1.7604 2.6445
14 H 1.4380 -2.2709 -1.1265
15 H 2.7729 -2.6444 -1.7128
16 O 2.0104 -3.0552 -1.4353

Forces on atoms 1 to 2 (eV/Å):
C -2.1 -1.7 -1.4
C 0.9 -0.3 0.9

C3H10NOS | wB97M-V/def2-TZVPD

Values from the calculation:
E: -17645.3048 eV
Molecular weight: 108.2 g mol⁻¹
HOMO energy: -2.65 eV
Energy above the lowest of the compared OMol25 structures with the same formula, charge and spin: 206.3 kJ/mol
Kohn-Sham gap: 6.00 eV
Net charge: -1

Cartesian coordinates (Å):
1 C 1.0156 1.6897 -0.0313
2 C 0.3622 1.2724 1.3137
3 S 1.2925 -0.1121 2.1502
4 H 0.4506 1.0846 -0.7739
5 H 2.1068 1.6994 0.0281
6 H 0.6586 2.7218 -0.1608
7 H 0.2543 2.0803 2.0200
8 H -0.5622 0.7866 0.9591
9 H 0.2268 -0.6773 2.7335
10 N -1.3549 -2.2329 -1.2318
11 C -0.4764 -1.0496 -1.3428
12 O -1.1985 0.0800 -1.1713
13 H -1.0209 -3.1411 -0.9415
14 H -2.1017 -1.9608 -0.6031
15 H 0.3429 -1.1977 -0.5971
16 H 0.0044 -1.0431 -2.3509

Forces on atoms 1 to 2 (eV/Å):
C -1.0 0.4 1.1
C 0.4 -1.4 -0.9

C3H10NOS | wB97M-V/def2-TZVPD

Values from the calculation:
E: -17646.8051 eV
Molecular weight: 108.2 g mol⁻¹
HOMO energy: -2.58 eV
Energy above the lowest of the compared OMol25 structures with the same formula, charge and spin: 61.5 kJ/mol
Kohn-Sham gap: 6.64 eV
Net charge: -1

Cartesian coordinates (Å):
1 C 0.0936 -1.1259 0.8368
2 C -0.9981 -1.4245 -0.2176
3 S -1.5308 0.0312 -1.1556
4 C 1.4098 -0.8237 0.1781
5 N 2.4895 -0.2858 1.0027
6 H -0.1003 -0.3916 1.6164
7 H 0.2076 -2.1180 1.3514
8 H -0.5424 -2.1836 -0.8764
9 H -1.8823 -1.8627 0.2387
10 H 1.6935 -1.6756 -0.4684
11 H 1.2247 -0.1017 -0.6563
12 H 2.6375 -0.9796 1.7212
13 H 2.3362 0.6726 1.2676
14 H -0.9158 3.3163 -0.2063
15 H -0.0440 2.1613 0.1355
16 O -0.1126 3.1172 0.2888

Forces on atoms 1 to 2 (eV/Å):
C -0.1 -2.0 0.3
C 0.4 0.7 0.2

C3H10NOS | wB97M-V/def2-TZVPD

Values from the calculation:
E: -17644.8382 eV
Molecular weight: 108.2 g mol⁻¹
HOMO energy: -3.32 eV
Energy above the lowest of the compared OMol25 structures with the same formula, charge and spin: 251.3 kJ/mol
Kohn-Sham gap: 6.86 eV
Net charge: -1

Cartesian coordinates (Å):
1 C 0.7694 0.0705 1.9833
2 S 2.4286 0.8771 1.6777
3 C 1.9039 1.3803 -0.0689
4 H 0.9790 -0.7715 2.6430
5 H 0.3972 -0.2430 1.0042
6 H 0.1261 0.7809 2.5623
7 H 2.7661 1.0915 -0.7162
8 H 1.0764 0.7566 -0.4355
9 H 1.6284 2.3813 -0.1106
10 N -1.5231 -1.6371 -1.8482
11 C -1.8782 -0.2881 -1.0555
12 O -0.7152 0.2727 -0.4270
13 H -2.1645 -2.4505 -1.7374
14 H -0.6703 -1.8451 -1.3429
15 H -2.5052 0.2133 -1.8118
16 H -2.6188 -0.5889 -0.3164

Forces on atoms 1 to 2 (eV/Å):
C 1.1 0.6 1.5
S -1.6 -0.1 -1.4

C3H10NP | wB97M-V/def2-TZVPD

Values from the calculation:
E: -14050.4733 eV
Molecular weight: 91.1 g mol⁻¹
HOMO energy: -8.47 eV
Energy above the lowest of the compared OMol25 structures with the same formula, charge and spin: 169.4 kJ/mol
Kohn-Sham gap: 9.56 eV

Cartesian coordinates (Å):
1 C -0.5885 -1.3360 -0.0569
2 C -1.4507 1.1761 -0.2650
3 C -0.3072 0.2054 0.1862
4 N 0.9961 0.7279 -0.2437
5 P 2.4429 -0.2982 -0.1021
6 H 0.0846 -1.7038 -0.8156
7 H -0.2572 -1.9609 0.8561
8 H -1.7046 -1.5365 -0.4056
9 H -0.9564 1.5780 -1.1802
10 H -1.5837 1.9709 0.5508
11 H -2.3798 0.5589 -0.4513
12 H -0.1058 0.1579 1.3051
13 H 0.9537 1.1877 -1.1557
14 H 3.0553 0.3942 0.9493
15 H 1.8014 -1.1218 0.8287

Forces on atoms 1 to 2 (eV/Å):
C -1.0 -0.3 0.1
C 1.1 -0.7 1.0

C3H10NS | wB97M-V/def2-TZVPD

Values from the calculation:
E: -15599.0133 eV
Molecular weight: 92.2 g mol⁻¹
HOMO energy: -2.48 eV
Energy above the lowest of the compared OMol25 structures with the same formula, charge and spin: 76.0 kJ/mol
Kohn-Sham gap: 6.66 eV
Net charge: -1

Cartesian coordinates (Å):
1 C 0.6603 0.5268 3.0864
2 N 0.2448 1.6050 2.1944
3 H 1.4730 0.8080 3.7505
4 H 0.8591 -0.3910 2.5463
5 H -0.1783 0.2096 3.7266
6 H -0.7611 1.5014 2.0896
7 H 0.4708 1.3948 1.2182
8 C -0.1163 -0.5267 -3.0573
9 C -0.5170 -0.9883 -1.6654
10 S -1.2293 0.3302 -0.6325
11 H 0.7699 0.1042 -3.0229
12 H -0.9024 0.0414 -3.5549
13 H 0.1656 -1.3790 -3.6883
14 H 0.3399 -1.4708 -1.2139
15 H -1.2791 -1.7656 -1.7766

Forces on atoms 1 to 2 (eV/Å):
C -0.9 -0.4 0.0
N -0.5 0.2 -0.2

C3H10NS | wB97M-V/def2-TZVPD

Values from the calculation:
2S+1: 2
E: -15593.2681 eV
Molecular weight: 92.2 g mol⁻¹
HOMO energy (spin up / spin down): -6.83 / -8.74 eV
Energy above the lowest of the compared OMol25 structures with the same formula, charge and spin: 370.9 kJ/mol
Kohn-Sham gap (spin up / spin down): 7.21 / 8.78 eV

Cartesian coordinates (Å):
1 C -1.6463 0.1777 -0.6408
2 N -2.7093 0.0185 0.3300
3 H -1.8713 1.1223 -1.2498
4 H -1.5150 -0.7471 -1.4458
5 H -2.3446 0.3661 1.1738
6 H -3.1491 -0.9135 0.5307
7 C 1.1561 -1.0187 -1.3393
8 S 0.2043 0.2201 0.2823
9 C 1.8335 0.9882 1.6792
10 H 0.4613 -0.8136 -2.1246
11 H 2.0132 -0.4615 -1.5661
12 H 1.2541 -1.9844 -0.9637
13 H 2.5191 0.5783 1.0493
14 H 1.9057 0.4102 2.6590
15 H 1.8883 2.0574 1.6258

Forces on atoms 1 to 2 (eV/Å):
C 0.2 -1.7 -2.4
N -0.6 -1.3 -0.8

C3H10NS | wB97M-V/def2-TZVPD

Values from the calculation:
E: -15588.5678 eV
Molecular weight: 92.2 g mol⁻¹
HOMO energy (spin up / spin down): -13.68 / -13.77 eV
Energy above the lowest of the compared OMol25 structures with the same formula, charge and spin: 341.0 kJ/mol
Kohn-Sham gap (spin up / spin down): 7.48 / 7.87 eV
Net charge: +1

Cartesian coordinates (Å):
1 C -0.5936 0.4913 -1.1382
2 C 1.5410 -0.0808 -0.0952
3 C -0.7507 -0.1215 1.7989
4 N 0.1590 -0.4563 -0.3428
5 S 0.0085 -2.1149 -0.7521
6 H -1.6433 0.2090 -1.1803
7 H -0.5184 1.4843 -0.7021
8 H -0.2019 0.5320 -2.1598
9 H 1.5943 0.9284 0.3133
10 H 1.9982 -0.7755 0.6071
11 H 2.1163 -0.0978 -1.0254
12 H -1.7750 0.0260 1.5104
13 H -0.4704 -1.0812 2.1923
14 H -0.1660 0.7347 2.0668
15 H -1.2349 -2.0328 -1.2565

Forces on atoms 1 to 2 (eV/Å):
C -0.3 0.4 -0.7
C 0.9 0.1 -0.1

C3H10NS2 | wB97M-V/def2-TZVPD

Values from the calculation:
E: -26427.1984 eV
Molecular weight: 124.3 g mol⁻¹
HOMO energy: -12.80 eV
Energy above the lowest of the compared OMol25 structures with the same formula, charge and spin: 33.9 kJ/mol
Kohn-Sham gap: 9.37 eV
Net charge: +1

Cartesian coordinates (Å):
1 N -0.0399 -1.4568 -1.1577
2 C 1.0949 -1.0035 -0.2208
3 C 1.8160 -2.2726 0.1735
4 C 0.4465 -0.2684 0.9554
5 S 0.1489 1.4805 0.5793
6 S -1.6944 1.3143 -0.4149
7 H -0.6558 -0.7279 -1.5424
8 H 0.3287 -1.9889 -1.9449
9 H -0.6739 -2.1265 -0.7180
10 H 1.6436 -0.3657 -0.9051
11 H 2.0518 -2.9350 -0.6574
12 H 2.7797 -2.0593 0.5838
13 H 1.2760 -2.7313 1.0035
14 H -0.4554 -0.7325 1.3450
15 H 1.2226 -0.3236 1.7227
16 H -2.3567 0.5861 0.4906

Forces on atoms 1 to 2 (eV/Å):
N -0.6 -0.8 -0.6
C -1.4 -0.8 -0.8